[1]
The molecule C4H4. Source: the OMol25 dataset; level of theory: ωB97M-V with the def2-TZVPD basis set.

Geometry (Å):
H -0.70834 1.64870 0.08188
C 2.11513 -0.07489 0.03907
C -1.36561 -0.32820 -0.01641
H -1.14317 -1.37598 -0.03101
C -0.44676 0.64162 -0.04051
C 0.97055 0.37082 -0.05252
H 3.11740 -0.73019 -0.07795
H -2.53921 -0.15189 0.09745

Calculated values
- SMILES string = C#CC=C
- orbital gap (eV) = 10.18
- E_LUMO (eV) = 0.879

=====

[2]
A cluster of 15 separate species, C4H42N3O14 in total. Source: the OMol25 dataset; level of theory: ωB97M-V with the def2-TZVPD basis set.

Geometry (Å):
O -3.48470 2.83482 1.46404
H 2.54933 -3.46378 0.26934
H 2.50557 1.33678 -2.38794
C 0.48075 -0.22383 2.17198
H -3.49663 -2.67659 -0.24108
H 1.02545 -1.70596 0.70896
H -2.33848 0.12040 -1.00768
O -1.83916 -3.15848 2.34292
C 2.02054 0.37229 2.22219
H -0.31345 -0.90630 0.35259
H 0.14577 -1.75323 -2.60901
H -2.84337 -4.64489 -1.54515
H -0.65958 4.86101 1.08813
H 2.18835 -0.18500 -0.70433
H 1.33732 3.92165 -1.69073
H -2.76253 -3.15025 2.04436
H -1.88885 1.65806 3.55605
H -2.97740 2.93820 -2.06162
H 0.27265 3.15445 2.59377
H 2.31595 -0.59071 -2.16343
H 1.98172 2.18217 1.32373
O -2.10381 2.89446 -2.33748
H 3.49882 -2.40381 0.41847
H -1.43709 -4.88895 -0.74824
N 2.33676 1.28618 1.18961
O 3.12360 1.52593 -1.64421
H -0.54704 0.83222 4.03049
H -1.60991 0.69589 1.61350
H 2.73615 -0.59257 2.07820
H -0.93786 0.80251 -1.35528
O -0.07811 -2.40660 -1.87561
H -4.15920 3.22684 1.86203
O 1.88430 -0.86386 -1.24565
H 0.81969 -2.34136 -1.38827
H 3.65094 -0.98188 -3.78903
N -0.08273 2.93742 3.47672
H 2.07550 0.98046 3.15928
N 0.25888 -1.31719 1.12811
O 1.63293 3.79930 -0.85437
H -0.28463 1.54988 1.14848
O -1.00501 4.15608 0.52574
O -3.71670 -1.73421 -0.48625
H 1.00177 -3.48770 -3.71748
O 3.09273 -1.62176 -3.52134
O -2.16223 -4.18965 -0.96772
H 2.84851 2.42914 -1.31438
H -0.70250 3.75347 3.76991
H -1.43150 3.31202 -1.77445
H -0.37685 -3.72792 -3.72467
H -3.81349 2.42781 0.80116
H -1.85322 -3.81998 3.02719
H -0.11664 -2.19737 1.51995
H 3.54069 -2.47037 -3.60779
H 3.29388 1.29968 1.12674
O -1.36932 0.37036 -0.71325
H -4.62590 -1.77880 -1.01101
H 2.12844 4.46291 -0.57451
O 2.82268 -2.81434 0.88936
H 0.33929 -0.47434 3.18788
H -1.83851 3.86416 0.84132
O 0.31922 -3.52165 -4.29469
C -0.64183 0.87307 1.95843
C -0.81994 1.63246 3.32767

Calculated values
- charge = +1
- orbital gap (eV) = 9.17
- E_LUMO (eV) = -2.347

=====

[3]
A structure of composition C4H4AgLiO5. Source: the OMol25 dataset; level of theory: ωB97M-V with the def2-TZVPD basis set.

Geometry (Å):
O -0.72819 -0.50643 1.99253
C -1.85861 -0.18635 2.00928
Ag 0.76494 -0.39634 -0.36405
H -5.18326 -0.99900 -0.21450
O -2.86155 -0.45480 2.84406
O -3.16232 -0.92302 -0.58590
H -5.37166 1.29130 -0.38866
C -4.49302 0.92773 -0.92257
Li -0.82452 -0.25676 4.07718
O -3.32452 1.24298 -0.20662
C -2.47284 0.18912 -0.23088
H -4.71553 -0.96748 -1.94107
H -4.46964 1.35563 -1.92562
O -1.34202 0.36406 -0.79963
C -4.48137 -0.59293 -0.94415

Calculated values
- orbital gap (alpha / beta) (eV) = 3.85 / 3.84
- E_LUMO (alpha / beta) (eV) = -1.522 / -1.521

=====

[4]
A structure of composition C4H4AgO5. Source: the OMol25 dataset; level of theory: ωB97M-V with the def2-TZVPD basis set.

Geometry (Å):
O 0.03606 1.32110 0.61152
H 0.29639 0.09549 2.23631
H 1.15797 -1.81866 0.85755
Ag -0.41309 0.48829 -2.28410
C 1.16016 -0.78808 0.46823
O -1.65082 1.32816 -0.86485
C 0.06869 0.01340 1.16428
O -1.71727 2.63179 0.93756
O 0.94539 -0.79959 -0.92437
H -0.90108 -0.48279 1.01473
O -0.24235 -1.56900 -2.54860
C -1.15658 1.85689 0.16311
H 2.14358 -0.33467 0.65733
C 0.27295 -1.94233 -1.48870

Calculated values
- charge = -1
- orbital gap (eV) = 7.70
- E_LUMO (eV) = 3.463

=====

[5]
A structure of composition C4H4AgO5. Source: the OMol25 dataset; level of theory: ωB97M-V with the def2-TZVPD basis set.

Geometry (Å):
O -0.18517 0.49046 -2.09206
C 1.12772 2.31966 -1.49964
Ag 0.79584 -2.38542 1.05882
H 0.54698 1.75381 -3.55380
O -1.88449 0.82963 1.10181
H 0.82893 3.25436 -1.01748
C -1.34124 -0.09105 1.57397
H -0.80456 2.39797 -2.56154
C 0.12756 1.82373 -2.54627
O 1.11012 1.26932 -0.50934
C 0.33824 0.28937 -0.90962
O -0.64206 -0.86874 2.10784
O 0.38317 -0.84934 -0.40535
H 2.15002 2.40023 -1.88370

Calculated values
- 2S+1 = 3
- charge = +1
- orbital gap (alpha / beta) (eV) = 8.57 / 6.60
- E_LUMO (alpha / beta) (eV) = -3.211 / -9.316

=====

[6]
A structure of composition C4H4BeO6. Source: the OMol25 dataset; level of theory: ωB97M-V with the def2-TZVPD basis set.

Geometry (Å):
O 1.14706 1.03193 1.30061
O -1.52059 0.89155 -1.22378
H 0.72556 0.29450 -0.41736
C -1.69421 -0.03584 -0.48309
C 1.94368 1.63100 0.58635
H 1.10638 -2.60572 -0.69764
O -0.80681 -1.00785 -0.21505
H -2.83624 -1.11540 0.58698
Be 3.17104 -0.20368 -0.25447
H 0.77364 -1.31194 1.13853
O 2.59663 -1.24125 -0.84002
C 0.49956 -0.63932 0.12406
O 2.75192 1.23792 -0.28214
O -2.81986 -0.24119 0.17264
C 1.51030 -1.64101 -0.34617

Calculated values
- 2S+1 = 2
- charge = +1
- orbital gap (alpha / beta) (eV) = 6.00 / 8.31
- E_LUMO (alpha / beta) (eV) = -6.764 / -6.739

=====

[7]
A structure of composition C4H4BiO. Source: the OMol25 dataset; level of theory: ωB97M-V with the def2-TZVPD basis set.

Geometry (Å):
C -0.92588 0.02543 0.09735
C -0.48172 -0.62516 1.18033
C -3.48692 -0.10916 -0.31070
O 0.16849 -1.83938 1.09193
H -0.39250 -2.51126 0.58556
Bi 1.93630 -2.38782 1.89793
H -0.27983 0.09969 -0.78341
C -2.32607 0.20492 -0.11796
H -4.56232 -0.12074 -0.36087
H -0.85522 -0.43936 2.18711

Calculated values
- charge = +3
- orbital gap (alpha / beta) (eV) = 7.30 / 6.72
- E_LUMO (alpha / beta) (eV) = -16.701 / -16.905

=====

[8]
A structure of composition C4H4Br12. Source: the OMol25 dataset; level of theory: ωB97M-V with the def2-TZVPD basis set.

Geometry (Å):
Br -1.25095 0.82678 0.16210
Br 1.13398 -1.23715 1.34615
Br 1.88467 3.22683 -2.87854
C 1.87398 -0.48952 -0.32778
Br 3.80831 -0.12739 -0.15926
H -3.07791 1.54055 1.72843
Br 1.75397 3.28354 0.43026
H 2.61634 5.02802 -1.20264
Br 1.44133 -1.77893 -1.81326
Br 4.56805 3.40191 -1.14700
Br -1.03411 -4.43646 1.89827
C -1.79758 -3.58703 0.28927
Br -3.82375 -3.46761 0.23768
C -2.88010 0.56260 1.28956
Br -2.67725 -0.70000 2.79218
Br -0.86662 -4.03228 -1.44795
H 1.35692 0.46389 -0.43626
C 2.60777 3.93807 -1.19757
H -1.35038 -2.59906 0.39893
Br -4.28667 0.18324 0.03744

Calculated values
- orbital gap (eV) = 8.99
- E_LUMO (eV) = -0.833

=====

[9]
A structure of composition C4H4Br2O. Source: the OMol25 dataset; level of theory: ωB97M-V with the def2-TZVPD basis set.

Geometry (Å):
H 1.24092 0.46620 -1.10115
Br -0.91164 -1.96679 -2.84119
H 0.40814 0.60057 0.98750
O -2.32270 -0.54275 -0.58168
C 0.37513 -0.22046 -1.02281
H -1.92067 0.08383 1.43811
C -0.60035 -0.29093 -2.13382
C -1.58662 -0.14687 0.42151
H 0.75210 -1.22404 -1.07018
Br -1.42386 1.12538 -3.04013
C -0.28523 0.19592 0.32675

Calculated values
- orbital gap (alpha / beta) (eV) = 6.55 / 6.55
- E_LUMO (alpha / beta) (eV) = -1.439 / -1.438

=====

[10]
The molecule C4H4BrClO2S. Source: the OMol25 dataset; level of theory: ωB97M-V with the def2-TZVPD basis set.

Geometry (Å):
H 1.23878 2.15160 -2.07327
C 1.35526 0.28634 -0.63581
S -1.02120 1.13080 -1.26070
C -0.83237 -0.65694 -0.84575
O -1.54218 1.85068 -0.11739
Br 1.28415 -2.61575 -0.55204
H 0.20128 -0.81008 0.90460
H -0.83309 -1.08467 -1.82306
O -1.72739 1.28366 -2.54135
C 0.43390 -0.82059 -0.15072
C 0.72801 1.46463 -1.41205
H -1.57490 -0.91308 -0.23101
Cl 3.01988 0.17668 -0.31495

Calculated values
- SMILES string = O=S1(=O)C=C(Cl)[C@H](Br)C1
- orbital gap (eV) = 8.94
- E_LUMO (eV) = -1.036

=====

[11]
A cluster of 2 separate species, C4H4BrN3 in total. Source: the OMol25 dataset; level of theory: ωB97M-V with the def2-TZVPD basis set.

Geometry (Å):
N -1.61860 -0.50713 -0.04297
H -0.95262 0.87161 -1.44740
Br 0.64919 -0.27393 3.19825
C -0.04602 -0.20640 1.46403
H 0.76666 -2.57801 1.01882
C 0.38450 0.66791 0.30495
C -0.78686 0.36995 -0.54882
H 0.43662 1.76618 0.62830
N 1.08379 -2.10744 -1.08351
C 0.83367 -2.39593 -0.03060
H 1.38691 0.35335 -0.21813
N -1.13480 -0.85203 1.28282

Calculated values
- SMILES string = BrC1=NN=CC1.C#N
- orbital gap (eV) = 10.11
- E_LUMO (eV) = -0.033

=====

[12]
A cluster of 2 separate species, C4H4BrNO in total. Source: the OMol25 dataset; level of theory: ωB97M-V with the def2-TZVPD basis set.

Geometry (Å):
H 2.30993 -0.88280 -0.48209
N 0.47464 0.47459 -1.68666
C -1.49883 1.00270 1.22459
O 0.39006 1.12211 -2.70832
C -2.48262 0.39234 0.91067
Br -0.16812 1.47618 2.38320
H 1.56638 -1.00962 0.97215
C 0.66803 0.18141 -0.57623
H -3.33894 0.06224 0.43706
H 0.76879 -1.84391 -0.38480
C 1.31066 -0.97522 -0.08957

Calculated values
- SMILES string = CC#[N+][O-].C#CBr
- orbital gap (eV) = 9.66
- E_LUMO (eV) = 0.250

=====

[13]
The molecule C4H4BrNOS. Source: the OMol25 dataset; level of theory: ωB97M-V with the def2-TZVPD basis set.

Geometry (Å):
H 0.67871 -1.26275 -1.14563
C -0.95529 0.97087 -0.50893
C -1.15479 0.03171 0.72275
Br -2.18074 2.43389 -0.84356
O -1.52838 -0.26508 -0.63761
H 1.91750 -0.85931 1.52540
H 2.15622 -0.65348 -1.15553
N -0.07601 -0.56577 1.43517
C 1.05200 -0.64865 0.86627
C 1.23607 -0.55784 -0.63718
S 0.68792 1.20034 -1.17896
H -1.83322 0.17606 1.55781

Calculated values
- SMILES string = Br[C@]12O[C@H]1N=CCS2
- orbital gap (eV) = 9.53
- E_LUMO (eV) = 0.185

=====

[14]
The molecule C4H4Cl2F2. Source: the OMol25 dataset; level of theory: ωB97M-V with the def2-TZVPD basis set.

Geometry (Å):
Cl 2.18615 -0.67893 -0.21715
C -0.53228 -0.55712 -0.72486
H -0.33600 -1.46373 -1.25785
C -0.42249 0.79853 -1.39003
C 0.56531 -0.08878 0.27073
H -1.39042 1.31640 -1.60510
H 1.23422 1.97894 -0.41273
H 0.17759 0.83194 -2.31761
F -0.48235 1.99800 0.67728
Cl -2.08142 -0.89206 0.06283
C 0.33240 1.35588 -0.19294
F 0.35753 -0.33219 1.59376

Calculated values
- SMILES string = F[C@@H]1C[C@H](Cl)[C@@]1(F)Cl
- orbital gap (eV) = 11.65
- E_LUMO (eV) = 0.727

=====

[15]
A structure of composition C4H4Cl2FeLuN2O4. Source: the OMol25 dataset; level of theory: ωB97M-V with the def2-TZVPD basis set.

Geometry (Å):
O 0.34477 0.47339 2.06214
H -1.27178 1.66758 3.48010
C -0.95294 -1.72169 1.02243
O -0.72585 1.68015 -10.64436
H 1.27302 -1.44229 3.29103
H 0.72762 -0.95538 4.90798
H -0.85033 0.89086 5.00663
O -1.29942 -2.46015 1.86368
N -0.74092 0.97272 3.99669
Fe -0.01019 0.96417 -7.85001
O 0.77819 -1.75833 -8.72850
Lu 0.10760 0.00955 0.10087
N 0.81530 -0.77742 3.90957
C 0.56087 -0.77459 -8.14796
C -0.45207 1.50510 -9.52743
Cl -0.47099 2.73639 -6.73744
Cl 2.07190 -1.17266 -0.39693
C 0.13084 0.21170 3.32372

Calculated values
- 2S+1 = 6
- charge = +4
- orbital gap (alpha / beta) (eV) = 6.63 / 2.96
- E_LUMO (alpha / beta) (eV) = -15.030 / -18.704

=====

[16]
The molecule C4H4Cl2O. Source: the OMol25 dataset; level of theory: ωB97M-V with the def2-TZVPD basis set.

Geometry (Å):
C 0.39105 1.38975 -0.16710
H 0.01219 2.31546 0.02468
C -0.60207 0.40415 0.31979
H -1.33567 -1.22629 1.25370
Cl 1.95243 1.13471 0.60663
Cl -3.35772 -0.06578 0.36718
H 0.55294 -1.02430 1.59358
H 0.38193 1.10888 -1.32775
C -2.02023 0.97270 -0.07792
O -2.24042 2.01438 -0.51726
C -0.41741 -0.64654 1.06380

Calculated values
- SMILES string = C=C(CCl)C(=O)Cl
- orbital gap (eV) = 10.86
- E_LUMO (eV) = 0.127

=====

[17]
The molecule C4H4Cl2O. Source: the OMol25 dataset; level of theory: ωB97M-V with the def2-TZVPD basis set.

Geometry (Å):
H 1.45554 -1.60749 -0.18558
C 0.50123 -0.71113 -2.17828
H -0.51217 -1.08627 1.33840
H -1.40938 -0.35990 -0.14112
Cl 0.66652 -2.07239 -3.11257
H 0.75514 1.30962 -0.46140
C -0.37551 -0.40196 0.34440
Cl 1.80930 0.79073 1.53225
C 0.78539 0.42715 0.15253
O 0.27481 0.36748 -2.58886
C 0.77671 -0.87614 -0.45012

Calculated values
- 2S+1 = 3
- orbital gap (alpha / beta) (eV) = 6.78 / 7.21
- E_LUMO (alpha / beta) (eV) = 0.807 / -3.522

=====

[18]
A structure of composition C4H4ClF. Source: the OMol25 dataset; level of theory: ωB97M-V with the def2-TZVPD basis set.

Geometry (Å):
F 0.71551 -1.87212 -0.08041
C -0.96781 -0.24970 -0.63913
C -0.35582 0.92323 -0.58627
C -0.15446 -0.88436 0.45570
Cl 2.28499 0.68810 -0.04719
H -0.68858 -1.37237 1.15011
H -1.63600 -0.87574 -1.22971
H -0.17866 1.87424 -1.11476
C 0.48071 0.55044 0.56353
H 0.50012 1.21827 1.52813

Calculated values
- orbital gap (eV) = 11.22
- E_LUMO (eV) = 0.856

=====

[19]
The molecule C4H4ClFO2. Source: the OMol25 dataset; level of theory: ωB97M-V with the def2-TZVPD basis set.

Geometry (Å):
H 1.39752 0.15600 -2.08578
C 0.80081 1.00322 -1.73801
C -0.13993 0.84673 -0.79892
Cl -2.00829 -1.10243 -0.49119
F 0.53374 -1.45078 -0.52906
H -0.69987 1.66468 -0.38173
H 0.18981 -1.35133 2.96178
C -0.27316 -0.36802 1.44072
C -0.33678 -0.50954 -0.11898
O 0.26186 -1.46119 1.99593
O -0.66010 0.64011 2.02970
H 0.93440 1.93256 -2.28447

Calculated values
- SMILES string = C=C[C@](F)(Cl)C(=O)O
- orbital gap (eV) = 11.09
- E_LUMO (eV) = 0.544